Density functional theory data (ωB97M-V/def2-TZVPD) for an isolated molecule of C6H9N.

Each line ends with the natural charge from an NBO analysis.
Positions of all 16 atoms, in Å:
C (1.61139, 0.68190, -0.35140)  -0.2961
C (1.15590, 1.79170, 0.29256)  -0.0851
N (-0.12905, 1.53695, 0.69955)  -0.5004
C (-0.49982, 0.28794, 0.29902)  0.1191
C (0.56656, -0.28131, -0.34820)  -0.0958
C (0.55025, -1.66663, -0.93653)  -0.6275
C (-1.83755, -0.30289, 0.58814)  -0.6415
H (2.62536, 0.62215, -0.72800)  0.2181
H (1.67965, 2.66712, 0.63224)  0.2074
H (-0.78771, 2.18366, 1.09481)  0.4048
H (0.32573, -2.41620, -0.16714)  0.2084
H (1.54601, -1.92729, -1.29321)  0.2184
H (-0.21466, -1.73903, -1.70335)  0.2128
H (-2.45167, -0.40329, -0.31585)  0.2176
H (-1.71251, -1.32279, 0.95255)  0.2251
H (-2.42788, 0.28802, 1.28481)  0.2148

For the LUMO energy, the calculation gives 1.054 eV. Its SMILES is Cc1cc[nH]c1C. The relative energy (zero: lowest compared OMol25 entry of this formula, charge and spin) comes out at 0.1768 eV. The calculation puts the molecular weight at 95.14 g mol⁻¹. The highest occupied orbital energy comes out at -7.8 eV. The total energy is -7857.9828 eV.

***

Density functional theory data (ωB97M-V/def2-TZVPD) for a structure of composition C6H9N in a non-equilibrium geometry.

Each line ends with the natural charge from an NBO analysis.
Positions of all 16 atoms, in Å:
C (-1.70207, 0.64635, -0.03001)  -0.2126
C (-0.26099, -0.81820, 0.27253)  -0.0839
C (1.12005, -1.34064, -0.18382)  -0.2188
C (1.85087, -0.22868, -0.02133)  -0.1704
C (1.12893, 1.18201, 0.03490)  -0.4373
C (-0.25712, 0.51630, -0.34125)  -0.2083
H (-1.97417, 0.73425, 0.97772)  0.1695
H (-2.42873, 1.13477, -0.62061)  0.1937
H (-2.43652, -1.43727, 0.21410)  0.3558
H (-0.32166, -0.78888, 1.36222)  0.1630
H (1.51729, -2.37744, -0.31413)  0.2300
H (2.98649, -0.27611, -0.21564)  0.2018
H (1.05178, 1.63065, 1.02652)  0.2112
H (1.58865, 1.92131, -0.56182)  0.2173
H (-0.23534, 0.37044, -1.34937)  0.2083
N (-1.62748, -0.86887, -0.25002)  -0.6193

For the LUMO energy, the calculation gives 1.214 eV. The relative energy (zero: lowest compared OMol25 entry of this formula, charge and spin) comes out at 4.0319 eV. The calculation puts the molecular weight at 95.14 g mol⁻¹. The highest occupied orbital energy comes out at -8.8 eV. The total energy is -7854.1277 eV.

***

Density functional theory data (ωB97M-V/def2-TZVPD) for an isolated molecule of C6H9N in a non-equilibrium geometry.

Each line ends with the natural charge from an NBO analysis.
Positions of all 16 atoms, in Å:
C (1.15823, -0.58389, 1.05915)  -0.6287
C (0.97212, 0.13614, -0.22083)  -0.1166
C (-0.26073, 0.05614, -1.00144)  -0.2286
C (-1.38819, -0.87020, -0.63267)  -0.6137
C (-0.20204, 1.44236, -0.43495)  -0.3935
C (-0.45166, 1.58557, 0.94496)  0.2710
N (-0.41321, 1.35568, 2.08382)  -0.3894
H (0.31118, -1.00600, 1.60642)  0.2411
H (1.51478, -1.35904, 0.29447)  0.2449
H (1.95205, -0.23564, 1.73906)  0.2425
H (1.93302, 0.37166, -0.65966)  0.2283
H (-0.05657, 0.08195, -2.06453)  0.2284
H (-2.27817, -0.56295, -1.18534)  0.2226
H (-1.14467, -1.90283, -0.89932)  0.2144
H (-1.62850, -0.82498, 0.43357)  0.2247
H (-0.01765, 2.31603, -1.06270)  0.2527

For the LUMO energy, the calculation gives 0.851 eV. Its SMILES is C[C@@H]1[C@H](C)[C@@H]1C#N. The relative energy (zero: lowest compared OMol25 entry of this formula, charge and spin) comes out at 2.8520 eV. The calculation puts the molecular weight at 95.14 g mol⁻¹. The highest occupied orbital energy comes out at -8.8 eV. The total energy is -7855.3076 eV.

***

Density functional theory data (ωB97M-V/def2-TZVPD) for an isolated molecule of C6H9N.

Each line ends with the natural charge from an NBO analysis.
Positions of all 16 atoms, in Å:
C (-1.30293, 1.41283, -0.18544)  -0.6342
C (-0.13408, 0.64756, 0.35065)  0.0924
C (0.09049, -0.71279, 0.26321)  -0.0701
C (-0.93998, -1.80123, 0.37725)  -0.6292
C (1.45755, -0.88100, -0.10801)  -0.3097
C (2.03045, 0.36587, -0.18109)  -0.0669
N (1.07313, 1.27318, 0.15829)  -0.5034
H (-2.24875, 0.87830, -0.09894)  0.2234
H (-1.06506, 1.50730, -1.25399)  0.2110
H (-1.40561, 2.42629, 0.21343)  0.2106
H (-0.52545, -2.76018, 0.04687)  0.2154
H (-1.82322, -1.58644, -0.23762)  0.2095
H (-1.29206, -1.93909, 1.40754)  0.2179
H (1.92757, -1.81915, -0.37407)  0.2187
H (2.97576, 0.71506, -0.56342)  0.2098
H (1.18219, 2.27346, 0.18534)  0.4048

For the LUMO energy, the calculation gives 1.041 eV. Its SMILES is Cc1cc[nH]c1C. The relative energy (zero: lowest compared OMol25 entry of this formula, charge and spin) comes out at 0.6301 eV. The calculation puts the molecular weight at 95.14 g mol⁻¹. The highest occupied orbital energy comes out at -7.7 eV. The total energy is -7857.5295 eV.

***

Look up the relative energy (zero: lowest compared OMol25 entry of this formula, charge and spin) of the fourth one. 0.6301 eV

***

Look up the LUMO energy of the second one. 1.214 eV

***

What did the second record say?
Density functional theory data (ωB97M-V/def2-TZVPD) for a structure of composition C6H9N in a non-equilibrium geometry.

Each line ends with the natural charge from an NBO analysis.
Positions of all 16 atoms, in Å:
C (-1.70207, 0.64635, -0.03001)  -0.2126
C (-0.26099, -0.81820, 0.27253)  -0.0839
C (1.12005, -1.34064, -0.18382)  -0.2188
C (1.85087, -0.22868, -0.02133)  -0.1704
C (1.12893, 1.18201, 0.03490)  -0.4373
C (-0.25712, 0.51630, -0.34125)  -0.2083
H (-1.97417, 0.73425, 0.97772)  0.1695
H (-2.42873, 1.13477, -0.62061)  0.1937
H (-2.43652, -1.43727, 0.21410)  0.3558
H (-0.32166, -0.78888, 1.36222)  0.1630
H (1.51729, -2.37744, -0.31413)  0.2300
H (2.98649, -0.27611, -0.21564)  0.2018
H (1.05178, 1.63065, 1.02652)  0.2112
H (1.58865, 1.92131, -0.56182)  0.2173
H (-0.23534, 0.37044, -1.34937)  0.2083
N (-1.62748, -0.86887, -0.25002)  -0.6193

For the LUMO energy, the calculation gives 1.214 eV. The relative energy (zero: lowest compared OMol25 entry of this formula, charge and spin) comes out at 4.0319 eV. The calculation puts the molecular weight at 95.14 g mol⁻¹. The highest occupied orbital energy comes out at -8.8 eV. The total energy is -7854.1277 eV.

***

Please write out number 4 again, unchanged.
Density functional theory data (ωB97M-V/def2-TZVPD) for an isolated molecule of C6H9N.

Each line ends with the natural charge from an NBO analysis.
Positions of all 16 atoms, in Å:
C (-1.30293, 1.41283, -0.18544)  -0.6342
C (-0.13408, 0.64756, 0.35065)  0.0924
C (0.09049, -0.71279, 0.26321)  -0.0701
C (-0.93998, -1.80123, 0.37725)  -0.6292
C (1.45755, -0.88100, -0.10801)  -0.3097
C (2.03045, 0.36587, -0.18109)  -0.0669
N (1.07313, 1.27318, 0.15829)  -0.5034
H (-2.24875, 0.87830, -0.09894)  0.2234
H (-1.06506, 1.50730, -1.25399)  0.2110
H (-1.40561, 2.42629, 0.21343)  0.2106
H (-0.52545, -2.76018, 0.04687)  0.2154
H (-1.82322, -1.58644, -0.23762)  0.2095
H (-1.29206, -1.93909, 1.40754)  0.2179
H (1.92757, -1.81915, -0.37407)  0.2187
H (2.97576, 0.71506, -0.56342)  0.2098
H (1.18219, 2.27346, 0.18534)  0.4048

For the LUMO energy, the calculation gives 1.041 eV. Its SMILES is Cc1cc[nH]c1C. The relative energy (zero: lowest compared OMol25 entry of this formula, charge and spin) comes out at 0.6301 eV. The calculation puts the molecular weight at 95.14 g mol⁻¹. The highest occupied orbital energy comes out at -7.7 eV. The total energy is -7857.5295 eV.